1.
Computed, not measured: a structure of composition C7H14N2O4, with ωB97M-V/def2-TZVPD.

Last column: natural (NBO) charge in e.
Cartesian coordinates (Å):
C -0.6845 1.6056 -0.0156  -0.145
C -0.8434 0.1868 -0.7222  0.685
C 0.7454 1.8748 0.3008  0.039
C 1.0587 3.3297 0.6663  -0.650
C -0.0619 -2.0715 -0.9420  -0.185
C -1.1675 -2.8684 -0.2168  0.795
C 1.2182 -2.7366 -0.7176  -0.617
H -2.2492 0.8839 1.2068  0.371
H -0.7880 0.9172 2.0017  0.384
H -1.0731 2.3798 -0.6612  0.226
H 1.2605 1.6573 -0.6927  0.184
H 1.7387 1.4354 1.8574  0.495
H 2.0609 3.2401 1.3447  0.207
H 1.3875 3.8714 -0.5342  0.235
H 0.1634 4.0748 1.2103  0.268
H 0.8173 -0.4343 0.1883  0.454
H -0.3205 -2.0814 -2.0612  0.205
H 1.0850 -3.9407 -0.7188  0.259
H 1.5725 -2.4629 0.3878  0.222
H 1.8001 -2.3368 -1.5726  0.215
H -2.3587 -1.7965 -1.2400  0.511
N -1.3145 1.4446 1.3536  -0.839
N -0.0194 -0.8171 -0.3464  -0.647
O -1.8882 0.0692 -1.3124  -0.659
O 1.0944 0.8285 1.3151  -0.759
O -0.8448 -3.7845 0.5175  -0.582
O -2.3890 -2.4688 -0.5967  -0.673

Its lowest unoccupied orbital energy is 0.28 eV. The relative energy (zero: lowest compared OMol25 entry of this formula, charge and spin) is 80.8 kcal/mol. Its spin multiplicity is 1. The total energy comes out at -685.5001 Eh. The calculation puts the HOMO energy at -9.2 eV.



2.
Computed, not measured: a structure of composition C7H14N2OPSn, with ωB97M-V/def2-TZVPD.

Last column: natural (NBO) charge in e.
Cartesian coordinates (Å):
C -1.5460 -0.0680 -1.4664  -0.616
C -2.5079 0.8851 -1.5630  -0.246
C -2.7855 1.9381 -0.6916  -0.177
C -2.1043 2.1724 0.5031  -0.230
C -1.0345 1.4786 1.0229  -0.601
Sn -0.0683 0.0232 -0.0312  1.180
P 1.2613 -1.7082 -1.3005  0.186
H -1.4502 -0.8928 -2.1282  0.192
H -3.1611 0.7477 -2.4350  0.221
H -3.6337 2.5708 -0.9355  0.230
H -0.6706 1.7151 2.0013  0.217
H -2.4890 3.0009 1.1355  0.224
H 2.5600 -1.3461 -1.6765  0.070
H 0.6437 -2.0597 -2.5125  0.088
H 1.4349 -2.9458 -0.6508  0.047
C 3.8394 0.5123 2.6941  -0.415
N 3.0264 -0.7257 2.7722  -0.559
C 1.9086 -0.9209 2.0827  0.798
N 1.2401 -2.1029 2.1079  -0.811
O 1.5383 0.0991 1.3791  -0.731
H 3.3861 1.2558 2.0581  0.248
H 4.8131 0.2433 2.3046  0.216
H 3.9436 0.9018 3.7011  0.224
H 3.3585 -1.4734 3.3211  0.402
H 0.3913 -2.2630 1.5730  0.425
H 1.6179 -2.8321 2.6589  0.416

Its lowest unoccupied orbital energy (alpha / beta) is -3.69 / -3.69 eV. Its spin multiplicity is 1. Its charge is +1. The total energy comes out at -1015.1630 Eh. The calculation puts the HOMO energy (alpha / beta) at -10.5 / -10.5 eV.



3.
Computed, not measured: a cluster of 2 separate species, C7H14N2S in total, with ωB97M-V/def2-TZVPD.

Last column: natural (NBO) charge in e.
Cartesian coordinates (Å):
C -3.5326 0.1664 0.7265  -0.466
C -2.1119 -0.0997 1.1101  -0.652
S -4.2032 1.8074 1.4639  -0.095
H -3.8515 -0.0079 -0.3014  0.219
H -4.2530 -0.4977 1.1959  0.209
H -1.9376 -0.5930 2.0609  0.221
H -3.5125 1.4568 2.5096  0.110
H -1.4425 0.7426 0.9824  0.234
H -1.7226 -0.7324 0.3073  0.218
C 1.9805 -1.4561 -0.5596  -0.434
C 1.0550 -2.2167 -1.5251  -0.593
C 1.7991 0.0068 -0.3537  0.089
C 2.1926 0.9665 -1.2246  -0.107
C 1.7318 1.8764 0.7108  0.182
N 1.3842 0.6315 0.8241  -0.450
N 2.0869 2.2200 -0.5726  -0.548
H 2.0555 -2.0433 0.3793  0.225
H 3.0116 -1.6069 -0.8802  0.211
H 1.1867 -1.9521 -2.5774  0.203
H 2.4717 1.0193 -2.2584  0.211
H 1.4948 2.6753 1.3950  0.192
H 2.8221 2.8764 -0.7668  0.406
H 0.0178 -1.9636 -1.2677  0.205
H 1.2773 -3.2763 -1.3784  0.210

Its SMILES is CCc1c[nH]cn1.CCS. Its lowest unoccupied orbital energy is 0.87 eV. The relative energy (zero: lowest compared OMol25 entry of this formula, charge and spin) is 35.8 kcal/mol. Its spin multiplicity is 1. The total energy comes out at -782.7742 Eh. The calculation puts the HOMO energy at -8.7 eV.



4.
Computed, not measured: a cluster of 2 separate species, C7H14N3O in total, with ωB97M-V/def2-TZVPD.

Last column: natural (NBO) charge in e.
Cartesian coordinates (Å):
C -1.9878 1.4840 0.5743  -0.103
C -2.6690 0.3137 0.7598  -0.106
C -1.6889 0.3278 -1.1888  0.155
C 0.3051 -2.0115 0.1780  -0.701
C 1.4545 0.0873 -0.7190  -0.534
C 2.0841 1.4260 -0.2873  -0.072
C 0.6317 -0.5803 0.3286  0.513
N -1.3756 1.4716 -0.6423  -0.500
N -2.4463 -0.4293 -0.3658  -0.518
N 0.3215 0.0805 1.3863  -0.648
O 1.1698 2.2870 0.3543  -0.729
H -1.9074 2.3359 1.2182  0.231
H -3.2779 -0.0348 1.5686  0.240
H -1.4076 0.0163 -2.1747  0.215
H -0.5394 -2.3089 0.7948  0.241
H 1.1697 -2.5985 0.4981  0.277
H 0.1237 -2.2692 -0.8628  0.257
H 2.2411 -0.5959 -1.0471  0.262
H 0.8171 0.2636 -1.5893  0.264
H 2.8834 1.2505 0.4384  0.199
H 2.5216 1.9108 -1.1661  0.208
H -0.2048 -0.3183 2.1526  0.427
H 0.5721 1.0999 1.3848  0.468
H -2.9038 -1.2994 -0.5877  0.438
H 0.4568 2.5373 -0.2604  0.516

Its lowest unoccupied orbital energy is -3.63 eV. The relative energy (zero: lowest compared OMol25 entry of this formula, charge and spin) is 1.4 kcal/mol. Its spin multiplicity is 1. Its charge is +1. The total energy comes out at -514.4075 Eh. The calculation puts the HOMO energy at -13.0 eV.



5.
Computed, not measured: a cluster of 2 separate species, C7H14NO3 in total, with ωB97M-V/def2-TZVPD.

Last column: natural (NBO) charge in e.
Cartesian coordinates (Å):
C 1.4979 -0.8889 0.5308  -0.265
C 1.4274 -2.4302 0.5532  -0.634
C 0.9589 0.9609 2.0254  -0.431
C -1.7102 -1.0764 0.8255  -0.733
C -0.7688 -0.5520 1.9120  0.711
O -1.0662 -0.1844 3.0494  -0.634
N 0.5911 -0.3719 1.5719  -0.495
H 2.4025 -0.3119 0.5775  0.208
H 1.1476 -0.4628 -0.4932  0.274
H 1.4031 -2.7477 -0.4322  0.223
H 0.7148 -2.6192 1.3267  0.224
H 1.4359 1.5483 1.2687  0.212
H -2.7429 -1.0439 1.0793  0.222
H 2.2881 -2.9940 1.1065  0.186
H 0.1033 1.7194 2.1181  0.201
H 1.3076 1.0237 3.1017  0.195
H -1.5321 -0.2590 0.0630  0.282
H -1.3776 -2.0643 0.4359  0.232
C -1.3888 2.2236 -2.9782  -0.759
C -0.0489 1.2893 -2.9713  0.800
O 0.0430 0.7574 -1.8493  -0.818
O 0.6026 1.1737 -4.0144  -0.761
H -2.1827 1.8173 -3.5935  0.188
H -1.2589 3.2328 -3.2658  0.185
H -1.8466 2.2603 -1.9476  0.185

Its lowest unoccupied orbital energy is 3.44 eV. The relative energy (zero: lowest compared OMol25 entry of this formula, charge and spin) is 44.0 kcal/mol. Its spin multiplicity is 1. Its charge is -1. The total energy comes out at -555.5942 Eh. The calculation puts the HOMO energy at -4.3 eV.



6.
Computed, not measured: the ion C7H14NS with charge +1, with ωB97M-V/def2-TZVPD.

Last column: natural (NBO) charge in e.
Cartesian coordinates (Å):
C 2.1744 -1.4646 0.1427  -0.244
C 2.9103 -0.3651 -0.0133  -0.354
C 0.6572 -1.5597 0.2052  -0.544
C 0.0567 -0.2063 -0.3028  0.452
C -0.0609 -0.0056 -1.7446  -0.761
C -1.0065 1.9894 0.2225  -0.433
C -2.0989 -0.0721 0.9728  -0.419
N -0.8144 0.6058 0.6699  -0.449
S 2.4025 1.2863 -0.1624  0.073
H 2.5391 -2.3564 0.6574  0.231
H 3.8829 -0.5862 0.3381  0.254
H 0.1717 -2.2169 -0.5408  0.261
H 0.3097 -1.8758 1.1613  0.236
H 0.0814 0.9141 -2.1589  0.260
H -0.9983 -0.2082 -2.1241  0.240
H 0.6479 -0.6826 -2.0883  0.269
H -2.0513 2.2672 0.3919  0.235
H -0.4535 2.6790 0.8531  0.259
H -0.8565 2.1739 -0.8557  0.252
H -2.0097 -1.1179 0.7529  0.233
H -2.5499 0.1469 1.8821  0.251
H -2.7341 0.1658 0.1576  0.226
H -0.1998 0.4890 1.5833  0.473

Its lowest unoccupied orbital energy (alpha / beta) is -5.40 / -5.40 eV. The relative energy (zero: lowest compared OMol25 entry of this formula, charge and spin) is 84.7 kcal/mol. Its spin multiplicity is 1. Its charge is +1. The total energy comes out at -727.6474 Eh. The calculation puts the HOMO energy (alpha / beta) at -11.8 / -11.8 eV.



7.
Computed, not measured: the ion C7H14NS with charge +1, with ωB97M-V/def2-TZVPD.

Last column: natural (NBO) charge in e.
Cartesian coordinates (Å):
C -1.7160 0.2406 0.5796  -0.280
C -3.0301 0.0082 0.7265  -0.287
C -0.8115 0.5583 -0.6211  -0.523
C 0.6803 0.5949 -0.3091  0.522
C 1.3125 1.9189 -0.1462  -0.710
C 2.7498 -0.6027 0.0209  -0.431
C 0.6572 -1.7999 -0.2790  -0.441
N 1.3240 -0.5171 -0.1849  -0.263
S -4.4925 -0.1498 -0.3038  0.060
H -1.1699 0.2802 1.5167  0.211
H -3.3300 -0.1263 1.7569  0.232
H -1.0033 -0.1716 -1.4133  0.252
H -1.1060 1.5368 -1.0088  0.258
H 1.8358 2.2076 -1.0614  0.279
H 2.0360 1.9339 0.6674  0.258
H 0.5565 2.6770 0.0440  0.265
H 2.9634 -0.9242 1.0431  0.241
H 3.1624 -1.3484 -0.6602  0.242
H 3.2466 0.3452 -0.1653  0.235
H 1.2955 -2.5707 0.1483  0.241
H -0.2924 -1.7885 0.2572  0.251
H 0.4631 -2.0541 -1.3244  0.239
H -5.3314 -0.2485 0.7171  0.149

Its SMILES is CC(C/C=C\S)=[N+](C)C. Its lowest unoccupied orbital energy is -3.89 eV. The relative energy (zero: lowest compared OMol25 entry of this formula, charge and spin) is 0.0 kcal/mol. Its spin multiplicity is 1. Its charge is +1. The total energy comes out at -727.7823 Eh. The calculation puts the HOMO energy at -12.0 eV.



8.
Computed, not measured: the ion C7H14NS with charge +1, with ωB97M-V/def2-TZVPD.

Last column: natural (NBO) charge in e.
Cartesian coordinates (Å):
C -0.1449 0.2638 2.3947  -0.255
C -1.1192 1.1473 2.5769  -0.336
C -0.1969 -0.8446 1.3233  -0.496
C 0.5068 -0.3324 -0.0247  0.537
C 1.8777 0.1492 0.2044  -0.725
C 0.5033 0.2707 -2.3658  -0.424
C -1.1020 -1.3267 -1.5078  -0.453
N -0.0471 -0.4355 -1.2112  -0.303
S -2.4531 1.3497 1.6102  0.088
H 0.6725 0.3854 2.9899  0.219
H -1.0205 1.8874 3.3018  0.239
H 0.4912 -1.6136 1.5241  0.247
H -1.1806 -1.3052 1.3213  0.258
H 2.2514 0.1878 1.2285  0.274
H 1.9617 1.1375 -0.1848  0.267
H 2.6099 -0.4495 -0.4678  0.275
H 1.4007 -0.0991 -2.8123  0.238
H -0.2392 0.2981 -3.2190  0.247
H 0.7348 1.2012 -2.0846  0.217
H -2.0169 -0.7537 -1.8702  0.243
H -0.9670 -1.9762 -2.4176  0.252
H -1.3441 -2.0914 -0.7600  0.246
H -3.1801 2.1637 2.2622  0.144

Its SMILES is CC(C/C=C\S)=[N+](C)C. Its lowest unoccupied orbital energy is -4.00 eV. The relative energy (zero: lowest compared OMol25 entry of this formula, charge and spin) is 25.2 kcal/mol. Its spin multiplicity is 1. Its charge is +1. The total energy comes out at -727.7422 Eh. The calculation puts the HOMO energy at -12.1 eV.



9.
Computed, not measured: a structure of composition C7H14NS, with ωB97M-V/def2-TZVPD.

Last column: natural (NBO) charge in e.
Cartesian coordinates (Å):
C 0.7043 1.9193 0.5124  0.205
C 0.3580 0.8010 0.2104  -0.225
C 1.0456 3.3223 0.7642  -0.707
C -0.6414 -2.9057 -0.2469  -0.397
C 1.5932 -1.7658 0.4587  -0.448
C -2.5529 0.9885 -1.6402  -0.785
C -0.1251 -0.3702 -0.3568  -0.092
N 0.1092 -1.6721 0.3487  -0.380
S -2.4004 -0.1108 -0.2370  0.115
H 2.0664 3.5347 1.0849  0.265
H 0.3889 3.7126 1.5192  0.260
H 1.0209 3.8404 -0.1773  0.261
H -1.6363 -2.7389 -0.5541  0.260
H -0.0622 -3.0594 -1.1182  0.217
H -0.5280 -3.7833 0.4505  0.244
H 1.6597 -0.8576 1.0931  0.239
H 2.0456 -2.5549 1.0821  0.255
H 2.2297 -1.6077 -0.4112  0.254
H -3.4854 1.4932 -1.5754  0.260
H -2.7899 0.4886 -2.5713  0.235
H -1.7448 1.7293 -1.6295  0.237
H -0.1677 -0.3574 -1.4792  0.277
H -0.2516 -1.5326 1.3284  0.448

Its lowest unoccupied orbital energy is -4.09 eV. The relative energy (zero: lowest compared OMol25 entry of this formula, charge and spin) is 73.4 kcal/mol. Its spin multiplicity is 1. Its charge is +1. The total energy comes out at -727.6653 Eh. The calculation puts the HOMO energy at -12.4 eV.



10.
Computed, not measured: a cluster of 2 separate species, C7H14O in total, with ωB97M-V/def2-TZVPD.

Last column: natural (NBO) charge in e.
Cartesian coordinates (Å):
C 0.2888 -2.2641 0.5398  -0.647
C -0.0615 -1.0779 -0.3898  -0.508
C 1.0357 -0.0756 -0.5514  0.055
C 1.9892 -0.2637 -1.4447  -0.464
C 1.1504 1.0958 0.4306  -0.570
C -0.1246 1.6057 1.0389  -0.426
C -0.5143 2.9117 0.8507  -0.628
H 1.3416 -2.5318 0.3957  0.201
H 0.0532 -2.0438 1.5784  0.198
H -0.2557 -3.1417 0.2125  0.195
H -0.9761 -0.5740 -0.0653  0.202
H -0.3999 -1.4928 -1.3462  0.204
H 2.8967 0.3348 -1.5262  0.178
H 1.9789 -1.0679 -2.1856  0.176
H 1.6987 1.8928 -0.0713  0.211
H 1.9120 0.8263 1.1837  0.191
H -0.5591 1.0489 1.8584  0.179
H -1.2662 3.3228 1.5272  0.167
H -0.3617 3.4833 -0.0547  0.175
H -3.2717 0.0599 -1.0516  0.471
H -3.0531 -1.2029 -0.0793  0.456
O -3.5015 -0.8455 -0.8495  -1.016

Its lowest unoccupied orbital energy (alpha / beta) is 4.01 / 3.72 eV. The relative energy (zero: lowest compared OMol25 entry of this formula, charge and spin) is 23.8 kcal/mol. Its spin multiplicity is 2. Its charge is -1. The total energy comes out at -350.2394 Eh. The calculation puts the HOMO energy (alpha / beta) at 1.1 / -4.9 eV. As for the expectation value of S²: 0.752.